15
Properties=species:S:1:pos:R:3:nbo_charge:R:1 method="wB97M-V/def2-TZVPD" total_charge=0 e_homo_ev=-9.519 e_tot_ev=-20678.0435 e_lumo_ha=-0.001 orbital_gap_ha=0.349 relative_energy_kcal_mol=108.2
C -2.609 -1.162 0.313 -0.3100
C -1.421 -0.592 0.121 -0.2779
C -0.229 -0.947 0.848 -0.1372
C 0.929 -0.362 0.604 -0.4863
S 1.137 0.890 -0.578 2.1664
N 1.872 0.617 -1.875 -1.0932
O 0.001 1.745 -0.921 -0.9559
O 1.984 1.849 0.384 -0.8957
H -3.440 -0.866 -0.354 0.2072
H -2.756 -1.971 1.026 0.1905
H -1.471 0.165 -0.680 0.2632
H -0.086 -1.473 1.717 0.2275
H 1.858 -0.561 1.001 0.2352
H 2.610 -0.046 -1.649 0.3502
H 1.621 2.713 0.044 0.5160